Here is 2 unconnected molecules or ions with the total composition C3H10NOS from the OMol25 dataset. Energies are from ωB97M-V with the def2-TZVPD basis set.

Cartesian coordinates (Å):
H1 -1.66490 2.26234 -1.68247
H2 3.58004 -1.23032 2.48988
S1 1.33484 -0.41114 2.06472
C1 -2.24350 1.31310 -1.51643
C2 -0.68153 0.36861 0.18932
H3 -2.84495 1.01622 -2.48052
H4 -0.32111 1.38605 0.31734
H5 3.67853 -2.11177 1.30339
C3 0.55472 -0.55258 0.47670
O1 4.27775 -1.73779 1.96783
H6 1.18586 -0.27737 -0.39935
H7 -3.00131 1.69417 -0.79636
N1 -1.45031 0.21219 -1.07936
H8 -1.60229 0.06008 0.69226
H9 0.17914 -1.67166 0.30844
H10 -0.98097 -0.32013 -1.85540

Largest force on an atom in eV Å⁻¹: 3.66
Frontier orbital gap (alpha / beta) in eV: 2.0 / 6.3
Net charge: -2
Calculated total energy in a.u.: -648.3238
Lowest unoccupied orbital energy (alpha / beta) in eV: 5.9 / 5.8
Spin multiplicity: 2
HOMO (alpha / beta) in eV: 3.876 / -0.446
<S²>: 0.751



Here is 2 unconnected molecules or ions with the total composition C3H10NOS from the OMol25 dataset. Energies are from ωB97M-V with the def2-TZVPD basis set.

Cartesian coordinates (Å):
H1 -0.77612 -2.40383 1.80589
H2 0.16962 0.69104 -0.49938
H3 -0.23343 0.43357 -3.05632
H4 -2.62228 -1.03214 3.15587
N1 -1.63884 -1.27450 3.25669
O1 -1.10018 -0.65574 0.92291
H5 0.63060 -0.90167 -2.65261
H6 0.25001 -1.04697 2.47537
H7 1.57443 0.56253 -3.26916
S1 0.59282 2.68123 -1.28122
C1 -0.73950 -1.29710 1.99623
H8 -1.28691 -0.60949 3.94712
C2 0.74106 0.20296 -2.66958
C3 0.87656 0.86805 -1.28879
H9 1.87279 0.60551 -0.92644
H10 1.68937 3.17654 -1.91658

Largest force on an atom in eV Å⁻¹: 4.06
Frontier orbital gap (alpha / beta) in eV: 9.8 / 6.8
Net charge: 0
Calculated total energy in a.u.: -648.3654
Lowest unoccupied orbital energy (alpha / beta) in eV: 0.9 / -2.1
Spin multiplicity: 2
HOMO (alpha / beta) in eV: -8.905 / -8.905
<S²>: 0.755



Here is 2 unconnected molecules or ions with the total composition C3H10NOS from the OMol25 dataset. Energies are from ωB97M-V with the def2-TZVPD basis set.

Cartesian coordinates (Å):
H1 0.60647 -2.63737 -0.72948
H2 -0.23605 -3.05371 0.43674
H3 -0.44566 3.04393 1.00733
H4 1.21164 3.40780 1.14027
H5 1.61615 2.14189 -0.62790
C1 1.01148 1.54073 0.05280
S1 2.06306 0.25985 0.68902
H6 -2.14623 -2.09303 -0.16301
H7 -1.83499 -2.38524 -1.85992
H8 -0.32098 -0.54143 -0.13310
H9 0.38908 2.00329 2.07773
C2 0.52222 2.55194 1.15078
N1 -0.34961 -2.95826 -0.57526
C3 -1.37805 -1.99429 -0.94570
O1 -0.90195 -0.65929 -0.88045
H10 0.19343 1.37318 -0.63983

Largest force on an atom in eV Å⁻¹: 2.60
Frontier orbital gap (alpha / beta) in eV: 10.4 / 6.9
Net charge: 0
Calculated total energy in a.u.: -648.3898
Lowest unoccupied orbital energy (alpha / beta) in eV: 0.8 / -2.3
Spin multiplicity: 2
HOMO (alpha / beta) in eV: -9.531 / -9.256
<S²>: 0.753



Here is 2 unconnected molecules or ions with the total composition C3H10NPSi from the OMol25 dataset. Energies are from ωB97M-V with the def2-TZVPD basis set.

Cartesian coordinates (Å):
Si1 1.38735 -0.00488 -0.34149
H1 0.70206 2.21222 0.56852
H2 -4.09436 -1.28094 -0.79701
P1 -4.07686 0.67088 0.30247
C1 1.96401 -0.64779 1.35770
H3 -0.30995 -0.76720 -2.04220
N1 -4.15524 -0.85887 0.12240
C2 1.13678 1.88253 -0.37574
H4 -0.08637 -1.98962 -0.80196
H5 2.98293 -1.02738 1.33879
H6 0.44655 2.16430 -1.16802
H7 1.32070 -1.45494 1.69763
C3 -0.15601 -0.91989 -0.97836
H8 1.92378 0.14411 2.10214
H9 -1.04538 -0.55556 -0.46190
H10 2.06002 2.43303 -0.52297

Largest force on an atom in eV Å⁻¹: 0.53
Frontier orbital gap (alpha / beta) in eV: 6.4 / 7.1
Net charge: 0
Calculated total energy in a.u.: -805.7977
Lowest unoccupied orbital energy (alpha / beta) in eV: -0.4 / -0.5
Spin multiplicity: 1
HOMO (alpha / beta) in eV: -6.770 / -7.624



Here is 2 unconnected molecules or ions with the total composition C3H10NS from the OMol25 dataset. Energies are from ωB97M-V with the def2-TZVPD basis set.

Cartesian coordinates (Å):
C1 1.19337 -2.32444 1.23803
C2 -0.50443 2.42640 -1.67882
H1 -0.27396 3.49341 -1.68899
H2 1.30000 -1.28667 0.91598
C3 -0.53507 1.87839 -0.24753
H3 1.43672 -2.37207 2.30049
H4 -1.21543 2.50999 0.33079
H5 -0.38060 -2.70666 0.05246
H6 -1.48396 2.24355 -2.10821
H7 1.89490 -2.94178 0.68029
S1 -1.20469 0.18284 -0.16283
H8 0.47419 1.92523 0.17614
H9 0.25213 1.92286 -2.28707
N1 -0.17067 -2.83279 1.04332
H10 -0.78252 -2.11827 1.43595

Largest force on an atom in eV Å⁻¹: 0.45
Frontier orbital gap in eV: 6.8
Net charge: -1
Calculated total energy in a.u.: -573.2584
Lowest unoccupied orbital energy in eV: 4.4
Spin multiplicity: 1
HOMO in eV: -2.461



Here is 2 unconnected molecules or ions with the total composition C3H10NS from the OMol25 dataset. Energies are from ωB97M-V with the def2-TZVPD basis set.

Cartesian coordinates (Å):
C1 1.31156 -0.34123 0.47350
S1 1.08817 0.94173 -0.85803
H1 -2.04775 0.37220 -1.34029
C2 0.83717 -1.74975 0.23455
H2 0.51447 -2.17264 1.23804
H3 2.08695 0.46093 -1.69672
H4 -2.46500 2.31576 -0.67712
C3 -1.61120 0.64642 -0.26782
H5 -1.51054 -0.12735 0.51713
H6 -0.02840 -1.85633 -0.37810
H7 0.65936 -0.09902 1.29194
H8 1.67641 -2.44331 0.02094
N1 -1.71321 1.93471 -0.08600
H9 2.31263 -0.33533 0.91103
H10 -1.11060 2.45321 0.61697

Largest force on an atom in eV Å⁻¹: 3.27
Frontier orbital gap in eV: 8.0
Net charge: +1
Calculated total energy in a.u.: -572.9016
Lowest unoccupied orbital energy in eV: -5.7
Spin multiplicity: 1
HOMO in eV: -13.648



Number 5 is which compound?
C3H10NS



What is the formula in the fourth record?
C3H10NPSi